[1]
Here is a molecular structure, C67H95N5O8Sr at a distorted geometry from the Open Molecules 2025 dataset. Energies are from ωB97M-V/def2-TZVPD.

Last column: Löwdin charge in e.
Geometry (Å):
Sr (-0.61417, -0.32882, -0.02648)  1.542
C (-1.85254, -5.19430, 5.84218)  -0.076
C (-0.64516, -5.56659, 4.97952)  -0.560
C (-0.72013, -7.06999, 4.66866)  -0.059
C (0.61839, -5.30061, 5.80969)  -0.056
C (-0.61481, -4.77813, 3.67052)  -0.202
C (-1.67176, -4.00453, 3.21877)  -0.023
C (-1.62166, -3.32260, 2.00932)  -0.142
C (-2.91501, -2.82857, 1.42317)  -0.144
N (-3.09701, -1.43359, 0.99486)  -0.171
C (-3.19422, -0.49787, 2.11103)  -0.158
C (-3.35251, 0.97559, 1.69033)  -0.145
N (-2.37423, 1.45378, 0.70687)  -0.218
C (-2.96516, 2.04611, -0.49490)  -0.172
C (-3.76862, 1.09895, -1.38419)  -0.152
N (-3.07283, -0.15217, -1.67293)  -0.167
C (-3.85878, -1.33066, -1.34927)  -0.180
C (-4.25864, -1.38817, 0.11343)  -0.191
C (-2.57409, -0.26646, -3.05180)  -0.135
C (-1.93504, 0.96545, -3.62704)  -0.147
C (-2.50029, 1.55523, -4.75081)  -0.017
C (-1.95092, 2.67998, -5.34541)  -0.197
C (-0.79320, 3.19167, -4.75470)  -0.010
C (-0.17183, 2.64526, -3.64309)  -0.091
C (-0.76455, 1.49484, -3.01664)  -0.346
O (-0.29561, 0.93265, -1.95174)  -0.276
C (1.07367, 3.31793, -3.05878)  -0.520
C (0.64366, 4.09893, -1.81089)  -0.038
C (2.16804, 2.31076, -2.67062)  -0.038
C (1.71215, 4.30787, -4.04294)  -0.076
C (-2.53090, 3.35170, -6.58859)  -0.564
C (-3.81084, 2.66657, -7.06870)  -0.080
C (-2.86607, 4.81978, -6.28752)  -0.058
C (-1.50630, 3.29804, -7.73184)  -0.056
C (-1.38982, 2.43550, 1.24034)  -0.150
C (-0.92337, 2.25130, 2.65768)  -0.159
C (-1.12972, 3.26301, 3.57973)  -0.036
C (-0.62746, 3.20114, 4.87621)  -0.199
C (0.11393, 2.06476, 5.20296)  0.011
C (0.33756, 1.00844, 4.32863)  -0.077
C (-0.21295, 1.07010, 3.01407)  -0.338
O (-0.12232, 0.10754, 2.16476)  -0.269
C (1.13678, -0.22741, 4.74017)  -0.520
C (2.31423, -0.44981, 3.77775)  -0.022
C (0.22540, -1.46166, 4.70240)  -0.034
C (1.70921, -0.10791, 6.15512)  -0.078
C (-0.91851, 4.32855, 5.86624)  -0.563
C (-0.38155, 5.66341, 5.32920)  -0.064
C (-0.27638, 4.08245, 7.23224)  -0.077
C (-2.43567, 4.45430, 6.07414)  -0.061
C (-0.45875, -3.34884, 1.19018)  -0.335
O (-0.41068, -2.63481, 0.11427)  -0.270
C (0.58314, -4.25287, 1.58383)  -0.078
C (0.47610, -4.90076, 2.80370)  0.000
C (1.71938, -4.57169, 0.61148)  -0.523
C (2.67265, -5.63812, 1.15921)  -0.081
C (1.10338, -5.12147, -0.68673)  -0.049
C (2.55155, -3.32602, 0.29521)  -0.040
H (-1.80936, -5.73395, 6.79267)  0.075
H (-2.79272, -5.45557, 5.35185)  0.076
H (-1.86430, -4.12329, 6.05514)  0.083
H (-0.76335, -7.65972, 5.59129)  0.073
H (0.15252, -7.39143, 4.09714)  0.075
H (-1.60817, -7.28959, 4.07207)  0.083
H (0.60703, -5.90360, 6.72393)  0.075
H (0.67849, -4.24912, 6.09252)  0.069
H (1.52316, -5.54837, 5.25333)  0.075
H (-2.58777, -3.93043, 3.79670)  0.099
H (-3.72705, -3.08512, 2.13006)  0.118
H (-3.08534, -3.42596, 0.52046)  0.127
H (-2.28731, -0.60903, 2.70686)  0.109
H (-4.05604, -0.74216, 2.76449)  0.126
H (-3.28723, 1.56981, 2.60708)  0.123
H (-4.35809, 1.14470, 1.29184)  0.104
H (-2.14258, 2.44768, -1.08869)  0.107
H (-3.61347, 2.90054, -0.22079)  0.126
H (-3.99000, 1.64051, -2.31118)  0.124
H (-4.73674, 0.88927, -0.92418)  0.102
H (-3.24922, -2.20808, -1.58531)  0.128
H (-4.77366, -1.38762, -1.97352)  0.123
H (-4.89742, -2.26978, 0.26623)  0.119
H (-4.88772, -0.53616, 0.36511)  0.093
H (-3.40868, -0.54895, -3.72064)  0.118
H (-1.86137, -1.09506, -3.05110)  0.106
H (-3.39643, 1.09861, -5.15830)  0.098
H (-0.34765, 4.07033, -5.20541)  0.088
H (0.28712, 3.41354, -1.04663)  0.054
H (-0.14920, 4.81035, -2.06176)  0.087
H (1.49270, 4.64763, -1.39136)  0.083
H (1.78054, 1.53216, -2.02089)  0.053
H (2.97236, 2.83360, -2.14521)  0.087
H (2.60727, 1.85315, -3.56490)  0.078
H (1.12326, 5.22285, -4.15471)  0.075
H (1.84713, 3.86182, -5.03201)  0.079
H (2.69662, 4.59430, -3.66642)  0.080
H (-4.58304, 2.68055, -6.29672)  0.082
H (-3.62611, 1.62691, -7.34679)  0.082
H (-4.20074, 3.18725, -7.94761)  0.076
H (-3.60076, 4.88441, -5.48224)  0.086
H (-3.27674, 5.31327, -7.17445)  0.074
H (-1.97935, 5.37160, -5.97280)  0.073
H (-1.26740, 2.26122, -7.97878)  0.082
H (-0.57642, 3.79440, -7.44962)  0.075
H (-1.89752, 3.78873, -8.62944)  0.075
H (-1.84221, 3.43989, 1.17336)  0.120
H (-0.51698, 2.41924, 0.57330)  0.085
H (-1.69743, 4.13467, 3.25916)  0.109
H (0.53540, 1.99478, 6.19562)  0.078
H (1.95428, -0.57047, 2.75831)  0.070
H (2.85938, -1.35559, 4.06162)  0.087
H (3.01009, 0.39307, 3.81168)  0.089
H (-0.12878, -1.65081, 3.69138)  0.066
H (-0.64090, -1.32493, 5.35865)  0.092
H (0.77617, -2.34495, 5.03550)  0.065
H (2.37658, 0.75280, 6.25084)  0.082
H (2.28877, -1.00709, 6.37861)  0.078
H (0.92140, -0.02383, 6.90929)  0.077
H (0.70373, 5.61827, 5.21466)  0.078
H (-0.62119, 6.48292, 6.01522)  0.074
H (-0.81104, 5.90023, 4.35441)  0.074
H (0.81025, 4.00991, 7.15435)  0.085
H (-0.64653, 3.16092, 7.68594)  0.083
H (-0.51397, 4.91087, 7.90574)  0.076
H (-2.94505, 4.65366, 5.13004)  0.072
H (-2.66875, 5.26924, 6.76813)  0.073
H (-2.84018, 3.52478, 6.48005)  0.086
H (1.28136, -5.56192, 3.10071)  0.086
H (2.16493, -6.59033, 1.33965)  0.078
H (3.14800, -5.31467, 2.08848)  0.080
H (3.46489, -5.81125, 0.42637)  0.077
H (0.45797, -5.97807, -0.46963)  0.086
H (1.89550, -5.45222, -1.36709)  0.066
H (0.51138, -4.35029, -1.17940)  0.070
H (3.04501, -2.94664, 1.19317)  0.090
H (1.93665, -2.52797, -0.10709)  0.057
H (3.33456, -3.56770, -0.43226)  0.084
C (1.58293, 4.65356, 2.03699)  0.000
C (2.40223, 3.45970, 1.69068)  -0.350
N (1.98091, 2.40696, 1.03930)  0.206
C (3.06271, 1.55979, 0.95725)  -0.131
C (4.15768, 2.12555, 1.56496)  -0.091
N (3.71401, 3.32951, 2.02558)  0.168
C (5.60263, 1.74947, 1.78195)  -0.613
O (5.95133, 0.62045, 1.33967)  -0.010
O (6.26609, 2.55597, 2.45046)  -0.019
C (2.94122, 0.24472, 0.29337)  -0.484
O (4.02646, -0.48362, 0.21001)  0.114
O (1.87118, -0.13507, -0.15679)  -0.052
H (0.62385, 4.57734, 1.52977)  0.069
H (2.07474, 5.57855, 1.72628)  0.076
H (1.39367, 4.69766, 3.11141)  0.061
H (4.32736, 3.94835, 2.53262)  0.155
H (4.83922, -0.02483, 0.66870)  0.044
C (3.92662, -3.20105, -8.43614)  -0.063
C (3.15835, -2.74806, -7.22289)  -0.275
C (3.04357, -3.56046, -6.10457)  -0.016
C (2.34421, -3.15442, -4.97164)  -0.188
C (2.25183, -4.07569, -3.78524)  -0.045
C (1.76253, -1.88121, -4.96534)  -0.088
C (0.99512, -1.42608, -3.76683)  -0.163
O (0.22390, -2.15220, -3.18349)  0.070
C (1.87543, -1.03729, -6.07854)  -0.200
C (1.23142, 0.32143, -6.09772)  -0.025
C (2.56220, -1.49313, -7.19605)  -0.021
H (4.23935, -4.24071, -8.33801)  0.067
H (4.82240, -2.59279, -8.58064)  0.077
H (3.32232, -3.11170, -9.34118)  0.074
H (3.51352, -4.53894, -6.10632)  0.109
H (2.98341, -4.87990, -3.87322)  0.077
H (1.25711, -4.51297, -3.70374)  0.086
H (2.42528, -3.54851, -2.84690)  0.075
H (1.16934, -0.40160, -3.39954)  0.120
H (1.52907, 0.92443, -5.24083)  0.061
H (0.14125, 0.25799, -6.05437)  0.091
H (1.50508, 0.86333, -7.00380)  0.076
H (2.64084, -0.84446, -8.06354)  0.112

## Properties
Total charge: -2
Spin multiplicity: 1
E_LUMO (eV): 3.6
HOMO (eV): -2.336
Gap between HOMO and LUMO (Eh): 0.2177
Energy above the lowest of the compared OMol25 structures with the same formula, charge and spin (kcal per mole): 0.0

[2]
Here is C13H12Cl2N2O3S in the gas phase from the Open Molecules 2025 dataset. Energies are from ωB97M-V/def2-TZVPD.

Last column: Löwdin charge in e.
Geometry (Å):
C (-3.96095, -2.09577, 1.18087)  -0.066
O (-3.32123, -1.27631, 0.22748)  -0.105
C (-1.97616, -1.28017, 0.16351)  -0.307
C (-1.13290, -2.02321, 0.98725)  -0.002
C (0.23800, -1.91069, 0.84838)  -0.063
C (0.79462, -1.08049, -0.10388)  -0.290
S (2.59103, -0.92422, -0.04718)  0.626
O (3.09862, -2.13394, 0.52509)  -0.288
O (3.11654, -0.46173, -1.28727)  -0.309
N (2.85770, 0.24970, 1.10026)  -0.125
C (2.34035, 1.57548, 0.86932)  -0.172
C (0.85876, 1.73802, 1.11872)  -0.300
C (0.20373, 1.08944, 2.16225)  -0.031
C (-1.16376, 1.25925, 2.29650)  -0.064
C (-1.83079, 2.07903, 1.40064)  -0.067
C (-1.08284, 2.70760, 0.41711)  -0.157
N (0.21898, 2.53957, 0.27911)  0.099
C (-0.02388, -0.35731, -0.96230)  -0.649
Cl (0.63099, 0.64485, -2.17579)  0.802
C (-1.40489, -0.45571, -0.81972)  -0.600
Cl (-2.44556, 0.44974, -1.83332)  0.761
H (-3.68355, -1.81440, 2.20095)  0.096
H (-3.73447, -3.15295, 1.01689)  0.101
H (-5.02678, -1.92856, 1.03696)  0.099
H (-1.53761, -2.68183, 1.73747)  0.110
H (0.90920, -2.47874, 1.47264)  0.117
H (2.74418, -0.11206, 2.03291)  0.102
H (2.54924, 1.81495, -0.17510)  0.110
H (2.89641, 2.28102, 1.49712)  0.133
H (0.74798, 0.46474, 2.85477)  0.112
H (-1.69806, 0.76296, 3.09415)  0.110
H (-2.89655, 2.22889, 1.46494)  0.106
H (-1.54259, 3.37162, -0.30196)  0.109

## Properties
Spin multiplicity: 1
E_LUMO (eV): 0.4
HOMO (eV): -9.131
Gap between HOMO and LUMO (Eh): 0.3496
SMILES: COc1ccc(S(=O)(=O)NCc2ccccn2)c(Cl)c1Cl
Energy above the lowest of the compared OMol25 structures with the same formula, charge and spin (kcal per mole): 12.7

[3]
Here is a molecular structure, C29H46LuP2Te at a distorted geometry from the Open Molecules 2025 dataset. Energies are from ωB97M-V/def2-TZVPD.

Last column: Löwdin charge in e.
Geometry (Å):
Lu (1.66381, -0.16789, -0.61998)  1.280
C (-0.54570, -0.43286, 0.56663)  -0.307
C (-0.32040, -1.61377, -0.21236)  -0.303
C (1.40635, -1.42133, 1.32749)  -0.348
C (0.53426, -0.28903, 1.49051)  -0.319
C (0.90452, -2.21035, 0.23406)  -0.355
C (-1.81981, 0.32188, 0.64472)  -0.023
H (-2.13078, 0.66907, -0.33888)  0.025
H (-1.71235, 1.22259, 1.24959)  0.085
H (-2.65202, -0.28087, 1.03796)  0.110
C (0.63288, 0.78826, 2.51662)  -0.021
H (-0.35792, 1.20239, 2.74703)  0.080
H (1.23511, 1.63754, 2.16363)  0.062
H (1.12293, 0.43161, 3.43432)  0.090
C (2.65304, -1.70127, 2.08776)  -0.062
H (2.60934, -1.22053, 3.07772)  0.082
H (3.54101, -1.30308, 1.55950)  0.002
H (2.80089, -2.78593, 2.19186)  0.086
C (1.56136, -3.40127, -0.36991)  -0.031
H (2.06274, -3.99676, 0.40272)  0.087
H (2.32446, -3.13336, -1.12477)  0.069
H (0.82224, -4.04284, -0.86509)  0.083
C (-1.30650, -2.26970, -1.10837)  -0.037
H (-1.36351, -3.35431, -0.94668)  0.093
H (-1.02775, -2.15491, -2.16190)  0.051
H (-2.31760, -1.86829, -0.97827)  0.082
C (-2.11177, 2.86164, -2.53105)  -0.080
C (-2.86577, 1.82258, -2.11377)  -0.126
C (-2.99204, 0.55819, -2.90017)  -0.169
C (-2.64068, 0.65908, -4.41441)  -0.143
C (-1.16811, 0.41355, -4.77811)  -0.377
C (-0.31590, 0.09424, -3.52446)  -0.461
C (-0.19302, 1.17314, -2.39810)  -0.238
C (-0.66484, 2.59210, -2.77600)  -0.179
H (-4.03476, 0.21210, -2.83263)  0.133
H (-2.96002, 1.61325, -4.86005)  0.117
H (-2.40455, -0.24146, -2.42865)  0.078
H (-0.39598, 2.74695, -3.81452)  0.025
H (-2.39556, 3.90974, -2.50375)  0.110
H (-3.59686, 1.90510, -1.30031)  0.119
H (-0.03912, 3.29889, -2.16961)  0.147
H (-0.76543, 0.79952, -1.53872)  0.064
H (-0.66189, -0.86248, -3.11592)  0.051
H (0.86953, 1.32909, -2.04124)  0.050
H (-3.24558, -0.12321, -4.92152)  0.124
H (-1.17341, -0.50240, -5.38981)  0.113
P (-0.07240, 1.48420, -5.77344)  0.957
C (-0.08504, 3.29449, -5.93272)  -0.174
C (-0.64546, 0.99728, -7.43781)  -0.167
P (1.45414, -0.34722, -3.90724)  0.721
C (1.58158, 0.93901, -5.21279)  -0.336
C (1.31761, -1.85918, -4.89389)  -0.195
C (2.98867, -0.49675, -2.99506)  -0.392
H (0.89558, 3.70085, -5.62238)  0.077
H (-0.88935, 3.81241, -5.38745)  0.070
H (-0.21802, 3.53588, -7.00495)  0.063
H (-0.29764, 1.75010, -8.16421)  0.058
H (-1.75493, 0.98146, -7.44796)  0.084
H (-0.24504, 0.01074, -7.70606)  0.066
H (3.74029, -0.12690, -3.71009)  0.044
H (3.22238, -1.54944, -2.76290)  0.060
H (3.21332, 0.15731, -2.10241)  -0.125
H (2.13213, 1.78119, -4.75664)  0.081
H (2.12449, 0.56217, -6.09547)  0.080
H (1.91956, -2.64827, -4.42058)  0.057
H (1.75305, -1.65378, -5.88501)  0.048
H (0.28062, -2.21491, -5.00315)  0.057
Te (4.24701, 1.11262, 0.22336)  0.781
C (3.77735, 2.05287, 2.05637)  -0.691
C (4.04893, 1.41521, 3.28270)  -0.162
C (3.66563, 2.04259, 4.47685)  -0.090
C (3.08695, 3.31258, 4.45751)  -0.090
C (2.89916, 3.97305, 3.23614)  -0.092
C (3.24331, 3.35207, 2.03072)  -0.189
H (4.55954, 0.45593, 3.27548)  0.089
H (3.83981, 1.54069, 5.42342)  0.104
H (2.80468, 3.79522, 5.39809)  0.106
H (2.49770, 4.98578, 3.22395)  0.102
H (3.13325, 3.84728, 1.06189)  0.080

## Properties
Total charge: +1
Spin multiplicity: 1
E_LUMO (eV): -2.5
HOMO (eV): -6.879
Gap between HOMO and LUMO (Eh): 0.1626
Energy above the lowest of the compared OMol25 structures with the same formula, charge and spin (kcal per mole): 34.8

Please write out number 2 again, unchanged.
Here is C13H12Cl2N2O3S in the gas phase from the Open Molecules 2025 dataset. Energies are from ωB97M-V/def2-TZVPD.

Last column: Löwdin charge in e.
Geometry (Å):
C (-3.96095, -2.09577, 1.18087)  -0.066
O (-3.32123, -1.27631, 0.22748)  -0.105
C (-1.97616, -1.28017, 0.16351)  -0.307
C (-1.13290, -2.02321, 0.98725)  -0.002
C (0.23800, -1.91069, 0.84838)  -0.063
C (0.79462, -1.08049, -0.10388)  -0.290
S (2.59103, -0.92422, -0.04718)  0.626
O (3.09862, -2.13394, 0.52509)  -0.288
O (3.11654, -0.46173, -1.28727)  -0.309
N (2.85770, 0.24970, 1.10026)  -0.125
C (2.34035, 1.57548, 0.86932)  -0.172
C (0.85876, 1.73802, 1.11872)  -0.300
C (0.20373, 1.08944, 2.16225)  -0.031
C (-1.16376, 1.25925, 2.29650)  -0.064
C (-1.83079, 2.07903, 1.40064)  -0.067
C (-1.08284, 2.70760, 0.41711)  -0.157
N (0.21898, 2.53957, 0.27911)  0.099
C (-0.02388, -0.35731, -0.96230)  -0.649
Cl (0.63099, 0.64485, -2.17579)  0.802
C (-1.40489, -0.45571, -0.81972)  -0.600
Cl (-2.44556, 0.44974, -1.83332)  0.761
H (-3.68355, -1.81440, 2.20095)  0.096
H (-3.73447, -3.15295, 1.01689)  0.101
H (-5.02678, -1.92856, 1.03696)  0.099
H (-1.53761, -2.68183, 1.73747)  0.110
H (0.90920, -2.47874, 1.47264)  0.117
H (2.74418, -0.11206, 2.03291)  0.102
H (2.54924, 1.81495, -0.17510)  0.110
H (2.89641, 2.28102, 1.49712)  0.133
H (0.74798, 0.46474, 2.85477)  0.112
H (-1.69806, 0.76296, 3.09415)  0.110
H (-2.89655, 2.22889, 1.46494)  0.106
H (-1.54259, 3.37162, -0.30196)  0.109

## Properties
Spin multiplicity: 1
E_LUMO (eV): 0.4
HOMO (eV): -9.131
Gap between HOMO and LUMO (Eh): 0.3496
SMILES: COc1ccc(S(=O)(=O)NCc2ccccn2)c(Cl)c1Cl
Energy above the lowest of the compared OMol25 structures with the same formula, charge and spin (kcal per mole): 12.7